{
  "formula": "C3H6Si",
  "method": "ωB97M-V/def2-TZVPD",
  "symbols": ["C", "C", "C", "Si", "H", "H", "H", "H", "H", "H"],
  "positions_angstrom": [[-1.283286, 0.287350, -0.415715], [-0.333053, 0.430727, 0.523664], [-1.355890, -0.480354, -1.564847], [1.430002, 0.694182, 0.720243], [-2.205043, 0.628804, -0.009591], [-0.622776, -1.203136, -1.828291], [-2.265741, -0.554693, -2.178131], [1.482934, 0.804458, 2.192833], [2.065272, 1.791421, 0.132351], [1.657665, -0.659608, -0.008994]],
  "atomic_forces_ev_per_a": [[-1.0, -1.3, 0.0], [0.5, 1.2, -0.5], [-0.8, 0.0, -0.2], [-1.1, -2.8, 0.8], [-1.3, 0.8, -0.3], [0.9, -0.1, -0.2], [0.4, 0.4, 0.5], [0.8, -0.3, 0.0], [0.6, 1.3, -0.9], [1.0, 0.8, 0.7]],
  "energy_ha": -407.207161,
  "spin_multiplicity": 3,
  "homo_lumo_gap_ev": [8.867, 9.979],
  "e_homo_ha": [-0.2877, -0.3894],
  "de_lowest_kcal_mol": 0.0
}